Molecular formula: C21H47BNO8Si
Method: DFT, ωB97M-V/def2-TZVPD

The LUMO energy comes out at 1.73 eV. As for the gap between HOMO and LUMO: 5.455 eV. The value obtained for the energy above the lowest of the compared OMol25 structures with the same formula, charge and spin is 6.8 kcal/mol. As for the total charge: -1. As for the total energy: -1799.5172 Ha. The calculation puts the HOMO energy at -3.723 eV.

Atoms and positions in Å:
C 2.602 -7.196 4.033
C 1.603 -6.217 3.396
N 1.027 -5.318 4.392
B 0.736 -3.872 3.887
C -0.787 -3.716 3.265
C -0.811 -3.880 1.739
O 1.806 -3.295 3.059
C 2.778 -3.003 4.016
C 1.956 -2.199 5.073
Si 1.715 -0.421 4.434
C 0.229 -0.234 3.287
C 1.466 0.832 5.851
C 3.284 0.132 3.514
O 0.793 -2.964 5.149
H 2.079 -7.957 4.607
H 3.258 -7.659 3.291
H 3.228 -6.628 4.716
H 2.143 -5.660 2.630
H 0.851 -6.824 2.874
H 0.147 -5.734 4.675
H -1.109 -2.701 3.482
H -1.496 -4.381 3.762
H -1.739 -3.490 1.315
H -0.708 -4.918 1.424
H 0.004 -3.297 1.317
H 3.125 -3.890 4.562
H 3.681 -2.542 3.611
H 2.525 -2.149 6.015
H 0.306 0.649 2.653
H 0.118 -1.115 2.663
H -0.664 -0.150 3.902
H 0.473 1.276 5.826
H 1.613 0.400 6.838
H 2.172 1.655 5.742
H 3.351 1.210 3.398
H 3.335 -0.366 2.549
H 4.144 -0.221 4.084
O -1.815 -0.793 -0.433
C -0.802 -0.720 -1.071
O 0.255 -1.481 -0.724
C 1.435 -1.587 -1.512
C 2.399 -0.449 -1.244
C -0.665 0.260 -2.216
H 1.186 -1.684 -2.572
H 1.887 -2.529 -1.206
H 1.970 0.516 -1.516
H 3.321 -0.589 -1.810
H 2.642 -0.412 -0.182
H -0.432 1.242 -1.802
H -1.612 0.318 -2.741
H 0.096 -0.008 -2.947
O -1.582 1.434 -4.987
C -0.664 2.195 -5.143
O -0.610 3.292 -4.367
C 0.496 4.200 -4.342
C 0.406 5.224 -5.453
C 0.377 1.979 -6.214
H 1.441 3.652 -4.348
H 0.425 4.696 -3.376
H 0.452 4.757 -6.437
H 1.225 5.940 -5.374
H -0.539 5.763 -5.387
H -0.022 2.340 -7.161
H 0.562 0.911 -6.297
H 1.328 2.469 -6.020
O -3.835 7.208 -3.996
C -4.073 6.153 -3.467
O -3.478 5.046 -3.938
C -3.572 3.760 -3.300
C -4.827 3.016 -3.699
C -5.059 6.046 -2.327
H -3.475 3.861 -2.217
H -2.702 3.215 -3.644
H -5.732 3.540 -3.386
H -4.832 2.022 -3.250
H -4.868 2.908 -4.783
H -6.064 6.011 -2.742
H -4.965 6.938 -1.713
H -4.910 5.181 -1.685

Charges in e, computed with Löwdin, in the same order as the atoms: -0.13, -0.32, 0.06, -0.88, -0.14, -0.13, -0.03, -0.23, -0.38, 0.61, -0.16, -0.19, -0.19, -0.07, 0.05, 0.05, 0.05, 0.10, 0.10, 0.08, 0.06, 0.08, 0.05, 0.06, 0.04, 0.11, 0.10, 0.11, 0.02, 0.01, 0.03, 0.01, 0.01, 0.01, 0.01, 0.01, 0.02, 0.11, -0.52, 0.00, -0.24, -0.06, 0.00, 0.11, 0.13, 0.06, 0.08, 0.08, 0.10, 0.08, 0.06, 0.10, -0.53, -0.03, -0.22, -0.06, 0.02, 0.11, 0.13, 0.07, 0.08, 0.09, 0.10, 0.09, 0.07, 0.09, -0.54, 0.00, -0.22, -0.05, 0.01, 0.12, 0.08, 0.07, 0.09, 0.08, 0.09, 0.09, 0.07

Molecular formula: C20H16N5O2SV
Method: DFT, ωB97M-V/def2-TZVPD

The LUMO energy (alpha / beta) comes out at -12.64 / -11.96 eV. As for the gap between HOMO and LUMO (alpha / beta): 4.028 / 4.755 eV. As for the spin multiplicity: 2. The value obtained for the energy above the lowest of the compared OMol25 structures with the same formula, charge and spin is 0.0 kcal/mol. As for the total charge: +3. As for the total energy: -2537.1963 Ha. The calculation puts the HOMO energy (alpha / beta) at -16.673 / -16.719 eV.

Atoms and positions in Å:
V -0.487 0.721 -0.892
O -2.321 -4.016 1.216
C -2.133 -4.189 -0.075
C -2.495 -5.432 -0.608
C -2.319 -5.674 -1.944
C -1.773 -4.701 -2.820
C -1.410 -3.489 -2.334
C -1.580 -3.187 -0.948
C -1.244 -1.941 -0.426
O -0.785 -0.939 -1.320
N -1.337 -1.491 0.804
N -1.137 -0.172 0.838
C -1.436 0.567 1.853
C -1.339 1.991 1.597
C -1.731 2.992 2.459
C -1.694 4.311 2.006
C -1.268 4.593 0.715
C -0.872 3.546 -0.098
N -0.914 2.275 0.333
H -2.063 -3.134 1.530
H -2.909 -6.177 0.057
H -2.605 -6.638 -2.346
H -1.654 -4.940 -3.867
H -0.996 -2.731 -2.984
H -1.820 0.140 2.773
H -2.076 2.758 3.457
H -2.009 5.112 2.663
H -1.242 5.607 0.340
H -0.528 3.716 -1.113
N 0.682 1.090 -2.825
C 1.755 1.286 -1.918
N 1.432 0.829 -0.710
C 2.443 1.053 0.228
C 2.473 0.653 1.559
C 3.600 0.978 2.290
C 4.671 1.674 1.717
C 4.654 2.063 0.389
C 3.521 1.740 -0.347
S 3.239 2.055 -2.048
H 0.690 0.131 -3.182
H 0.646 1.730 -3.616
H 1.669 0.080 2.001
H 3.667 0.675 3.326
H 5.538 1.901 2.322
H 5.494 2.584 -0.051

Charges in e, computed with Löwdin, in the same order as the atoms: 1.27, 0.16, -0.21, 0.04, 0.03, -0.02, -0.01, -0.07, -0.23, -0.13, 0.11, -0.07, 0.04, -0.21, 0.07, 0.06, 0.03, -0.05, -0.02, 0.10, 0.15, 0.14, 0.13, 0.11, 0.17, 0.15, 0.15, 0.14, 0.14, 0.09, -0.65, -0.03, -0.26, 0.01, -0.01, 0.00, -0.02, -0.40, 1.30, 0.14, 0.15, 0.12, 0.13, 0.14, 0.14

Molecular formula: C2H6N4
Method: DFT, ωB97M-V/def2-TZVPD

The LUMO energy comes out at 0.59 eV. As for the gap between HOMO and LUMO: 9.313 eV. The value obtained for the energy above the lowest of the compared OMol25 structures with the same formula, charge and spin is 92.0 kcal/mol. As for the total energy: -298.7023 Ha. The SMILES is [H]/N=C(\N)NN=C. The calculation puts the HOMO energy at -8.726 eV.

Atoms and positions in Å:
H -2.212 -1.669 -0.076
N -1.412 -1.156 0.407
C -0.539 -0.745 -0.455
N -0.578 -1.069 -1.942
N 0.480 0.258 -0.130
N 0.745 0.634 1.151
C 1.221 1.951 1.460
H 0.337 -1.316 -2.221
H -0.702 -0.174 -2.610
H 0.946 0.824 -0.751
H 1.213 1.905 2.577
H 1.680 2.523 0.647

Charges in e, computed with Löwdin, in the same order as the atoms: 0.08, 0.10, -0.43, 0.03, -0.05, -0.06, 0.00, 0.02, 0.13, 0.08, 0.06, 0.04

Molecular formula: C2H7N2O
Method: DFT, ωB97M-V/def2-TZVPD

The LUMO energy comes out at -3.80 eV. As for the gap between HOMO and LUMO: 10.062 eV. The value obtained for the energy above the lowest of the compared OMol25 structures with the same formula, charge and spin is 102.9 kcal/mol. As for the total charge: +1. As for the total energy: -264.7672 Ha. The calculation puts the HOMO energy at -13.861 eV.

Atoms and positions in Å:
C 0.430 -0.766 0.893
C -0.404 0.362 0.206
N -1.049 -0.736 -0.402
N 0.472 1.002 -0.783
O -0.446 -1.744 0.362
H 1.415 -0.843 0.454
H 0.388 -0.840 1.943
H -0.924 1.132 0.819
H -2.024 -0.838 -0.408
H 0.377 0.417 -1.552
H 1.371 0.957 -0.288
H 0.394 1.896 -1.245

Charges in e, computed with Löwdin, in the same order as the atoms: -0.07, -0.24, 0.02, 0.25, -0.04, 0.13, 0.13, 0.19, 0.13, 0.14, 0.17, 0.18

Molecular formula: C2H5NO
Method: DFT, ωB97M-V/def2-TZVPD

The LUMO energy comes out at 0.88 eV. As for the gap between HOMO and LUMO: 10.460 eV. The value obtained for the energy above the lowest of the compared OMol25 structures with the same formula, charge and spin is 14.2 kcal/mol. As for the total energy: -209.1998 Ha. The SMILES is CC(N)=O. The calculation puts the HOMO energy at -9.581 eV.

Atoms and positions in Å:
C -1.106 0.118 0.103
C 0.321 0.476 -0.040
N 1.321 -0.435 0.049
O 0.555 1.650 -0.289
H -1.688 0.095 1.024
H -1.095 -0.971 -0.400
H -1.735 0.607 -0.657
H 2.286 -0.142 -0.075
H 1.141 -1.398 0.285

Charges in e, computed with Löwdin, in the same order as the atoms: -0.03, -0.63, 0.15, 0.02, 0.08, 0.11, 0.08, 0.12, 0.10

Molecular formula: C21H26F7NO6PS3
Method: DFT, ωB97M-V/def2-TZVPD

The LUMO energy comes out at -5.68 eV. As for the gap between HOMO and LUMO: 6.271 eV. The value obtained for the energy above the lowest of the compared OMol25 structures with the same formula, charge and spin is 548.2 kcal/mol. As for the total charge: +1. As for the total energy: -3555.9323 Ha. The SMILES is CCOP(=O)(CCCc1cc2c(S)c(CCO)cc(S(=O)(=O)C(F)(F)C(F)(F)C(F)(F)F)c2c[n+]1S)OCC. The calculation puts the HOMO energy at -11.951 eV.

Atoms and positions in Å:
C 6.999 -2.369 1.672
C 7.281 -0.747 1.900
O 5.988 -0.055 2.037
P 5.836 1.287 0.937
O 7.201 2.120 1.038
C 4.390 2.488 1.423
C 2.930 1.681 1.533
C 2.132 1.990 0.135
C 0.682 1.243 -0.020
C -0.649 2.243 -0.172
C -2.188 1.634 -0.387
C -3.522 2.625 -0.566
S -3.182 4.473 -0.449
C -5.038 1.969 -0.830
C -6.322 2.964 -1.051
C -7.584 2.711 -0.036
O -7.964 1.302 0.151
C -5.079 0.314 -0.882
C -3.784 -0.672 -0.682
S -4.099 -2.548 -0.793
O -5.521 -2.694 -1.454
O -3.072 -3.106 -1.807
C -4.099 -3.383 0.884
F -2.711 -3.515 1.445
F -4.939 -2.512 1.787
C -4.756 -4.884 0.916
F -6.261 -4.843 0.919
F -4.340 -5.595 2.182
C -4.310 -5.867 -0.318
F -2.858 -5.867 -0.622
F -5.153 -5.667 -1.555
F -4.635 -7.272 0.132
C -2.302 -0.009 -0.436
C -0.944 -0.908 -0.243
N 0.431 -0.248 -0.060
S 1.792 -1.387 0.095
O 5.681 0.640 -0.678
C 6.367 1.473 -1.679
C 6.166 0.914 -3.237
H 8.045 -2.894 1.702
H 6.502 -2.494 0.598
H 6.287 -2.716 2.545
H 7.939 -0.384 0.997
H 7.925 -0.590 2.887
H 4.367 3.367 0.644
H 4.694 2.932 2.486
H 3.211 0.557 1.708
H 2.402 2.144 2.485
H 1.946 3.169 0.111
H 2.748 1.753 -0.845
H -0.493 3.405 -0.162
H -3.801 4.870 0.780
H -6.687 2.829 -2.167
H -6.024 4.112 -0.930
H -8.526 3.242 -0.540
H -7.384 3.275 0.970
H -8.331 0.984 -0.726
H -6.157 -0.159 -1.079
H -1.019 -2.095 -0.246
H 1.765 -1.693 1.493
H 5.977 2.590 -1.678
H 7.532 1.503 -1.486
H 5.057 0.638 -3.490
H 6.878 -0.032 -3.337
H 6.585 1.761 -3.949

Charges in e, computed with Löwdin, in the same order as the atoms: -0.10, -0.28, -0.30, 0.77, -0.38, -0.21, -0.22, -0.17, -0.10, 0.08, -0.06, -0.40, 0.68, -0.05, -0.15, -0.23, -0.12, 0.09, -0.15, 0.86, -0.33, -0.33, -0.22, 0.00, 0.01, -0.10, 0.05, 0.04, -0.14, 0.05, 0.04, 0.03, -0.04, 0.06, -0.42, 0.82, -0.32, -0.30, -0.10, 0.09, 0.09, 0.08, 0.12, 0.14, 0.11, 0.13, 0.07, 0.13, 0.14, 0.14, 0.09, -0.07, 0.14, 0.11, 0.14, 0.14, 0.11, 0.12, 0.13, -0.05, 0.12, 0.13, 0.08, 0.09, 0.09

Molecular formula: C3H7N2S
Method: DFT, ωB97M-V/def2-TZVPD

The LUMO energy comes out at -3.87 eV. As for the gap between HOMO and LUMO: 10.763 eV. The value obtained for the energy above the lowest of the compared OMol25 structures with the same formula, charge and spin is 39.9 kcal/mol. As for the total charge: +1. As for the total energy: -625.9086 Ha. The calculation puts the HOMO energy at -14.636 eV.

Atoms and positions in Å:
C 0.093 0.210 0.148
C 2.194 0.202 -0.041
C -2.076 -0.911 0.173
N 1.140 1.172 0.102
N -1.201 0.237 -0.002
S 1.055 -1.235 0.085
H 2.789 0.310 -0.922
H 2.851 0.350 0.707
H -3.144 -0.759 0.409
H -1.471 -1.406 0.980
H -1.994 -1.351 -0.836
H 1.238 2.056 -0.412
H -1.472 1.126 -0.390

Charges in e, computed with Löwdin, in the same order as the atoms: -0.54, -0.37, -0.02, 0.03, -0.02, 1.10, 0.10, 0.06, 0.12, 0.10, 0.11, 0.17, 0.17

Copy entry 6 word for word.
Molecular formula: C21H26F7NO6PS3
Method: DFT, ωB97M-V/def2-TZVPD

The LUMO energy comes out at -5.68 eV. As for the gap between HOMO and LUMO: 6.271 eV. The value obtained for the energy above the lowest of the compared OMol25 structures with the same formula, charge and spin is 548.2 kcal/mol. As for the total charge: +1. As for the total energy: -3555.9323 Ha. The SMILES is CCOP(=O)(CCCc1cc2c(S)c(CCO)cc(S(=O)(=O)C(F)(F)C(F)(F)C(F)(F)F)c2c[n+]1S)OCC. The calculation puts the HOMO energy at -11.951 eV.

Atoms and positions in Å:
C 6.999 -2.369 1.672
C 7.281 -0.747 1.900
O 5.988 -0.055 2.037
P 5.836 1.287 0.937
O 7.201 2.120 1.038
C 4.390 2.488 1.423
C 2.930 1.681 1.533
C 2.132 1.990 0.135
C 0.682 1.243 -0.020
C -0.649 2.243 -0.172
C -2.188 1.634 -0.387
C -3.522 2.625 -0.566
S -3.182 4.473 -0.449
C -5.038 1.969 -0.830
C -6.322 2.964 -1.051
C -7.584 2.711 -0.036
O -7.964 1.302 0.151
C -5.079 0.314 -0.882
C -3.784 -0.672 -0.682
S -4.099 -2.548 -0.793
O -5.521 -2.694 -1.454
O -3.072 -3.106 -1.807
C -4.099 -3.383 0.884
F -2.711 -3.515 1.445
F -4.939 -2.512 1.787
C -4.756 -4.884 0.916
F -6.261 -4.843 0.919
F -4.340 -5.595 2.182
C -4.310 -5.867 -0.318
F -2.858 -5.867 -0.622
F -5.153 -5.667 -1.555
F -4.635 -7.272 0.132
C -2.302 -0.009 -0.436
C -0.944 -0.908 -0.243
N 0.431 -0.248 -0.060
S 1.792 -1.387 0.095
O 5.681 0.640 -0.678
C 6.367 1.473 -1.679
C 6.166 0.914 -3.237
H 8.045 -2.894 1.702
H 6.502 -2.494 0.598
H 6.287 -2.716 2.545
H 7.939 -0.384 0.997
H 7.925 -0.590 2.887
H 4.367 3.367 0.644
H 4.694 2.932 2.486
H 3.211 0.557 1.708
H 2.402 2.144 2.485
H 1.946 3.169 0.111
H 2.748 1.753 -0.845
H -0.493 3.405 -0.162
H -3.801 4.870 0.780
H -6.687 2.829 -2.167
H -6.024 4.112 -0.930
H -8.526 3.242 -0.540
H -7.384 3.275 0.970
H -8.331 0.984 -0.726
H -6.157 -0.159 -1.079
H -1.019 -2.095 -0.246
H 1.765 -1.693 1.493
H 5.977 2.590 -1.678
H 7.532 1.503 -1.486
H 5.057 0.638 -3.490
H 6.878 -0.032 -3.337
H 6.585 1.761 -3.949

Charges in e, computed with Löwdin, in the same order as the atoms: -0.10, -0.28, -0.30, 0.77, -0.38, -0.21, -0.22, -0.17, -0.10, 0.08, -0.06, -0.40, 0.68, -0.05, -0.15, -0.23, -0.12, 0.09, -0.15, 0.86, -0.33, -0.33, -0.22, 0.00, 0.01, -0.10, 0.05, 0.04, -0.14, 0.05, 0.04, 0.03, -0.04, 0.06, -0.42, 0.82, -0.32, -0.30, -0.10, 0.09, 0.09, 0.08, 0.12, 0.14, 0.11, 0.13, 0.07, 0.13, 0.14, 0.14, 0.09, -0.07, 0.14, 0.11, 0.14, 0.14, 0.11, 0.12, 0.13, -0.05, 0.12, 0.13, 0.08, 0.09, 0.09